# 1
The ion C6H10NS with charge +1 in a non-equilibrium geometry, computed with ωB97M-V/def2-TZVPD.

Structure (ORCA input):
```
! RIJCOSX wB97M-V def2-TZVPD def2/J DEFGRID3
* xyz 1 1
C 0.9155 -1.2198 -0.3443
C 2.2323 -1.0875 -0.0776
C 2.2675 1.5704 -0.2293
C -1.1959 -0.0425 -0.0128
C -1.6514 -0.6855 1.2328
C -1.9066 0.9167 -0.9639
N -0.0397 -0.3724 -0.4716
S 3.1851 0.3119 0.2387
H 0.5368 -2.2567 -0.4595
H 2.7221 -1.9965 0.1896
H 2.8015 2.4402 -0.0694
H -2.1101 0.0630 1.8891
H -0.7886 -1.0442 1.8479
H -2.2790 -1.5417 1.1120
H -2.9248 0.8626 -0.7002
H -1.6098 0.6269 -1.8930
H -1.5163 1.9118 -0.5486
H 1.3613 1.5432 -0.7401
*
```

Summary:
- lowest unoccupied orbital energy (spin up / spin down) (eV) = -5.6 / -5.6

=====

# 2
The ion C6H10NS with charge +1 in a non-equilibrium geometry, computed with ωB97M-V/def2-TZVPD.

Structure (ORCA input):
```
! RIJCOSX wB97M-V def2-TZVPD def2/J DEFGRID3
* xyz 1 1
C -1.4096 -1.5674 0.1707
C -0.3307 -1.8641 -0.6033
C -1.4688 -0.1803 0.7629
C 0.8595 -1.1304 -0.6181
C -0.2081 0.7752 0.5421
C 1.9595 0.9568 -0.6352
N 0.8674 0.1512 -0.3157
S -3.1189 0.4358 0.0870
H -2.3480 -2.1536 0.2788
H -0.3328 -2.8056 -1.2405
H -1.5202 -0.1659 1.8750
H 1.7148 -1.4421 -1.1217
H -0.6147 1.6337 0.0401
H 0.2229 0.9299 1.5604
H 1.6191 1.5916 -1.4317
H 2.2647 1.6679 0.1811
H 2.9059 0.3786 -0.9726
H -3.5893 -0.3543 1.0873
*
```

Summary:
- lowest unoccupied orbital energy (eV) = -5.3
- SMILES = C[N+]1=CC=C[C@H](S)C1

=====

# 3
A cluster of 2 separate species, C6H10O in total, computed with ωB97M-V/def2-TZVPD.

Structure (ORCA input):
```
! RIJCOSX wB97M-V def2-TZVPD def2/J DEFGRID3
* xyz 0 1
C 0.0720 0.4568 -0.9052
C 0.0857 0.8546 0.5556
O -0.5083 1.8162 0.9949
C 0.9018 -0.0620 1.4469
C 0.7348 -1.5126 1.0642
C 0.1122 -1.9149 -0.0427
C -0.4708 -0.9727 -1.0642
H -0.5122 1.1809 -1.4786
H 1.1092 0.4817 -1.2669
H -1.8511 3.6373 -1.0823
H -1.5564 3.2128 -0.5443
H 1.9589 0.2335 1.3602
H 0.6104 0.1202 2.4865
H 1.1330 -2.2488 1.7599
H 0.0004 -2.9808 -0.2334
H -1.5659 -0.9657 -0.9749
H -0.2538 -1.3365 -2.0757
*
```

Summary:
- lowest unoccupied orbital energy (eV) = 0.9
- SMILES = O=C1CC=CCC1.[H][H]

=====

# 4
A structure of composition C6H10O in a non-equilibrium geometry, computed with ωB97M-V/def2-TZVPD.

Structure (ORCA input):
```
! RIJCOSX wB97M-V def2-TZVPD def2/J DEFGRID3
* xyz 0 1
C 2.1068 0.7301 0.3104
C 0.7337 0.2706 0.6767
C -0.3903 -1.9326 0.0430
C -1.0602 -0.9161 -0.7605
C -1.6002 0.3390 -0.0977
C -0.3661 1.1984 0.2322
O 0.3744 -0.9353 -0.7344
H 2.2048 1.2311 -0.6673
H 2.8494 -0.0743 0.3775
H 2.3751 1.4624 1.0879
H -0.4066 -1.8591 1.1374
H -0.2029 -2.9151 -0.3645
H -1.4695 -1.2225 -1.7155
H -2.1563 0.0660 0.8042
H -2.2874 0.8598 -0.7707
H -0.1174 1.8347 -0.6370
H -0.5873 1.8629 1.0784
*
```

Summary:
- lowest unoccupied orbital energy (eV) = 1.1

=====

# 5
An isolated molecule of C6H10O, computed with ωB97M-V/def2-TZVPD.

Structure (ORCA input):
```
! RIJCOSX wB97M-V def2-TZVPD def2/J DEFGRID3
* xyz 0 1
C -2.0954 -0.2464 0.3314
C -0.7052 0.1742 0.6748
O 0.0803 -1.6477 1.2093
C 0.9122 -1.2765 0.2830
C 0.5633 -0.8314 -1.1013
C 0.3910 0.3544 -0.2020
C 1.2716 1.5723 -0.1675
H -2.6537 0.6783 0.1177
H -2.1458 -0.8857 -0.5500
H -2.5802 -0.7470 1.1721
H -0.6281 0.7005 1.6293
H 1.9827 -1.5067 0.4254
H 1.4148 -0.7766 -1.7781
H -0.3176 -1.2681 -1.5736
H 0.9591 2.3193 -0.9106
H 1.2309 2.0565 0.8163
H 2.3202 1.3306 -0.3760
*
```

Summary:
- lowest unoccupied orbital energy (eV) = 0.2

=====

# 6
An isolated molecule of C6H10O, computed with ωB97M-V/def2-TZVPD.

Structure (ORCA input):
```
! RIJCOSX wB97M-V def2-TZVPD def2/J DEFGRID3
* xyz 0 1
O -2.4710 -0.2758 -0.3381
C -1.8700 -0.5670 -1.3464
C -0.3718 -0.7402 -1.4375
C 0.2955 -0.9891 -0.0763
C 1.0794 0.1942 0.4563
C 0.3789 1.4965 0.7234
C 0.8859 0.6674 1.8694
H -2.4262 -0.7225 -2.2938
H -0.1700 -1.5336 -2.1676
H 0.0046 0.1856 -1.8998
H 0.9581 -1.8579 -0.1470
H -0.4884 -1.2480 0.6432
H 2.0929 0.2780 0.0667
H 0.9031 2.4181 0.4843
H -0.6966 1.5233 0.5635
H 1.7501 1.0215 2.4249
H 0.1455 0.1496 2.4748
*
```

Summary:
- lowest unoccupied orbital energy (eV) = 1.1
- SMILES = O=CCCC1CC1

=====

# 7
An isolated molecule of C6H10O in a non-equilibrium geometry, computed with ωB97M-V/def2-TZVPD.

Structure (ORCA input):
```
! RIJCOSX wB97M-V def2-TZVPD def2/J DEFGRID3
* xyz 0 1
C -2.2457 0.8215 -0.1666
C -1.0026 0.3024 -0.2309
C 1.3887 -0.2146 0.8616
C 2.3110 -0.7616 -0.2680
C -0.1045 0.3182 0.7889
C -0.4439 -0.2165 -1.5438
O -0.4601 0.6218 2.1250
H -2.8940 0.6608 -0.9786
H -2.8095 1.2096 0.7416
H 1.0436 -0.9111 1.5538
H 1.9778 0.4708 1.5290
H 1.8801 -1.1400 -1.1459
H 3.4131 -0.5809 -0.3022
H -0.9280 0.0671 -2.4519
H 0.5951 0.1425 -1.4536
H -0.2744 -1.3237 -1.2937
H -1.4466 0.5337 2.2353
*
```

Summary:
- lowest unoccupied orbital energy (spin up / spin down) (eV) = 0.2 / 0.1

=====

# 8
An isolated molecule of C6H10O in a non-equilibrium geometry, computed with ωB97M-V/def2-TZVPD.

Structure (ORCA input):
```
! RIJCOSX wB97M-V def2-TZVPD def2/J DEFGRID3
* xyz 0 1
C -0.9637 0.8707 -1.1887
C -0.7952 0.4354 0.2645
C -1.0290 -0.9958 0.5853
C 0.6021 -1.2027 0.6866
O 1.4474 -1.2079 -0.4632
C 1.7982 0.1799 -0.2894
C 0.6930 0.3592 0.7750
H -0.8841 1.9645 -1.2276
H -1.9667 0.5944 -1.5336
H -0.2394 0.4446 -1.8887
H -1.7675 0.7637 0.7217
H -1.3409 -1.2172 1.6046
H -2.2114 -0.8958 0.1932
H 1.0176 -1.8596 1.4765
H 1.7436 0.7423 -1.2291
H 2.8214 0.2748 0.1122
H 0.9414 0.8949 1.6920
*
```

Summary:
- lowest unoccupied orbital energy (eV) = 1.0
- SMILES = C[C@H]1C[C@H]2OC[C@@H]12

=====

Short version: energy above the lowest of the compared OMol25 structures with the same formula, charge and spin = 2.212 0.880 0.869 4.396 3.675 0.790 4.634 4.484 eV, in the order given.
Short version: energy = -18699.6998 -18701.0321 -8430.3713 -8426.8443 -8427.5649 -8430.4501 -8426.6060 -8426.7563 eV, in the order given.